{"formula": "C21H64N10O11", "method": "ωB97M-V/def2-TZVPD", "homo_lumo_gap_ha": 0.278, "de_lowest_kcal_mol": 203.47, "smiles": "NC(N)=O.NC(N)=O.NC(N)=O.NC(N)=O.NC(N)=O.CC(C)O.CC(C)O.CC(C)O.CC(C)O.CC(C)O.CO", "max_force_ev_per_a": 13.855, "e_tot_ha": -2213.4330, "elements": ["N", "C", "N", "O", "H", "H", "H", "H", "N", "C", "N", "O", "H", "H", "H", "H", "N", "C", "N", "O", "H", "H", "H", "H", "N", "C", "N", "O", "H", "H", "H", "H", "N", "C", "N", "O", "H", "H", "H", "H", "C", "C", "C", "O", "H", "H", "H", "H", "H", "H", "H", "H", "C", "C", "C", "O", "H", "H", "H", "H", "H", "H", "H", "H", "C", "C", "C", "O", "H", "H", "H", "H", "H", "H", "H", "H", "C", "C", "C", "O", "H", "H", "H", "H", "H", "H", "H", "H", "C", "C", "C", "O", "H", "H", "H", "H", "H", "H", "H", "H", "C", "O", "H", "H", "H", "H"], "xyz": [[1.93, 2.62, 2.07], [1.12, 3.40, 2.79], [1.82, 4.34, 3.37], [-0.20, 3.00, 3.06], [1.72, 1.63, 1.99], [2.93, 2.76, 1.99], [1.25, 4.85, 4.02], [2.85, 4.39, 3.42], [-2.37, -4.54, -1.20], [-2.15, -5.66, -0.61], [-1.33, -5.67, 0.42], [-2.80, -6.83, -1.00], [-3.07, -4.66, -2.00], [-1.73, -3.73, -1.19], [-1.15, -6.65, 0.78], [-0.95, -4.82, 0.89], [1.82, 3.29, -0.61], [2.68, 2.71, -1.41], [2.48, 3.01, -2.69], [3.65, 1.91, -0.93], [1.78, 3.00, 0.40], [0.97, 3.73, -1.00], [3.13, 2.85, -3.48], [1.58, 3.50, -3.03], [-1.08, -3.96, 3.83], [-0.08, -3.57, 3.09], [0.90, -3.18, 3.73], [-0.15, -3.61, 1.71], [-2.02, -4.23, 3.40], [-1.14, -3.64, 4.81], [1.58, -2.63, 3.13], [1.00, -3.26, 4.76], [-0.41, 4.32, -1.75], [-0.39, 4.06, -3.08], [0.62, 4.53, -3.69], [-1.26, 3.20, -3.66], [-1.25, 3.89, -1.24], [-0.05, 5.21, -1.30], [0.63, 4.35, -4.63], [1.05, 5.38, -3.37], [2.73, -2.92, 0.78], [3.29, -1.83, 1.59], [3.35, -0.42, 1.04], [2.78, -1.68, 2.69], [2.90, -3.91, 1.22], [3.14, -3.00, -0.15], [1.69, -2.69, 0.55], [4.32, -2.12, 1.74], [2.42, 0.13, 1.01], [3.59, -0.39, -0.01], [4.08, 0.28, 1.45], [3.43, -1.80, 3.42], [0.12, 0.16, -1.24], [-0.99, -0.87, -1.55], [-0.95, -1.25, -3.07], [-1.02, -1.95, -0.94], [-0.23, 1.17, -1.27], [0.94, 0.03, -1.94], [0.43, 0.09, -0.20], [-2.01, -0.39, -1.29], [-1.28, -0.28, -3.60], [-1.65, -2.01, -3.30], [0.00, -1.48, -3.46], [-0.51, -1.83, -0.18], [-0.56, -0.22, 2.40], [-1.03, -0.08, 3.88], [-2.45, 0.38, 3.88], [-1.06, -1.14, 4.51], [-0.26, 0.71, 1.90], [-1.34, -0.63, 1.73], [0.31, -0.87, 2.28], [-0.40, 0.64, 4.42], [-2.66, 1.38, 3.39], [-2.97, 0.36, 4.76], [-3.12, -0.25, 3.27], [-0.44, -1.84, 4.23], [-4.10, 2.88, 0.92], [-2.94, 2.38, 0.05], [-3.26, 2.73, -1.36], [-1.85, 2.93, 0.39], [-4.20, 3.86, 1.19], [-4.05, 2.22, 1.80], [-5.01, 2.68, 0.40], [-2.74, 1.32, 0.27], [-3.40, 3.84, -1.45], [-4.20, 2.22, -1.67], [-2.57, 2.26, -1.98], [-1.46, 2.52, 1.19], [2.60, -0.56, -4.87], [3.51, -0.59, -3.64], [3.22, -1.87, -2.77], [4.74, -0.52, -3.92], [1.81, -1.23, -4.79], [2.97, -0.70, -5.87], [2.13, 0.51, -4.88], [3.25, 0.28, -3.09], [2.23, -1.92, -2.37], [3.79, -1.84, -1.78], [3.47, -2.87, -3.22], [4.98, 0.40, -4.07], [-4.71, -0.92, -0.39], [-4.17, -0.49, 0.85], [-4.64, -0.12, -1.18], [-5.79, -1.10, -0.25], [-4.28, -1.86, -0.70], [-3.87, -1.17, 1.42]]}


{"formula": "C17H33BNO5P", "method": "ωB97M-V/def2-TZVPD", "homo_lumo_gap_ha": 0.321, "max_force_ev_per_a": 1.848, "e_tot_ha": -1464.9010, "elements": ["C", "B", "O", "O", "P", "O", "O", "O", "C", "C", "C", "C", "C", "C", "C", "C", "C", "C", "C", "C", "N", "C", "C", "C", "C", "H", "H", "H", "H", "H", "H", "H", "H", "H", "H", "H", "H", "H", "H", "H", "H", "H", "H", "H", "H", "H", "H", "H", "H", "H", "H", "H", "H", "H", "H", "H", "H", "H"], "xyz": [[7.12, -2.01, -2.30], [6.43, -3.04, -1.33], [6.50, -4.35, -1.65], [5.70, -2.63, -0.17], [6.52, -1.95, 0.99], [7.96, -1.84, 0.74], [6.24, -2.86, 2.26], [5.78, -0.59, 1.32], [6.28, 0.53, 0.55], [5.22, 1.62, 0.32], [3.93, 1.51, 1.16], [2.67, 1.30, 0.30], [1.40, 1.82, 0.99], [0.33, 2.37, 0.00], [-0.85, 1.39, -0.21], [-2.21, 1.96, 0.26], [-3.41, 1.60, -0.65], [-4.22, 0.37, -0.16], [-5.74, 0.66, 0.04], [-6.65, -0.09, -0.95], [-7.69, -0.88, -0.31], [-8.67, -0.49, 0.55], [-9.42, -1.54, 0.89], [-8.89, -2.68, 0.19], [-7.85, -2.21, -0.51], [6.44, -1.20, -2.60], [8.05, -1.63, -1.89], [7.39, -2.53, -3.22], [6.42, -4.91, -0.87], [6.02, -2.27, 3.00], [6.58, 0.15, -0.43], [7.20, 0.95, 0.96], [4.98, 1.67, -0.74], [5.69, 2.59, 0.54], [3.99, 0.78, 1.97], [3.78, 2.48, 1.65], [2.80, 1.83, -0.64], [2.60, 0.24, 0.06], [1.65, 2.62, 1.69], [0.91, 1.03, 1.56], [-0.06, 3.28, 0.45], [0.77, 2.66, -0.96], [-0.64, 0.42, 0.24], [-0.95, 1.22, -1.29], [-2.10, 3.05, 0.24], [-2.41, 1.71, 1.31], [-4.03, 2.49, -0.75], [-3.01, 1.38, -1.64], [-3.78, -0.04, 0.74], [-4.15, -0.37, -0.96], [-5.99, 0.46, 1.08], [-5.88, 1.73, -0.14], [-6.08, -0.79, -1.57], [-7.12, 0.61, -1.64], [-8.81, 0.53, 0.89], [-10.26, -1.59, 1.56], [-9.26, -3.69, 0.22], [-7.21, -2.82, -1.14]]}


{"formula": "C19H22N4O4S", "method": "ωB97M-V/def2-TZVPD", "homo_lumo_gap_ha": 0.312, "de_lowest_kcal_mol": 135.73, "smiles": "COC(=O)CCCN1CCc2c(sc3nc(-c4c(C)noc4C)[nH]c(=O)c23)C1", "max_force_ev_per_a": 7.649, "e_tot_ha": -1655.2673, "elements": ["C", "O", "C", "O", "C", "C", "C", "N", "C", "C", "C", "C", "S", "C", "N", "C", "C", "C", "C", "N", "O", "C", "C", "N", "C", "O", "C", "C", "H", "H", "H", "H", "H", "H", "H", "H", "H", "H", "H", "H", "H", "H", "H", "H", "H", "H", "H", "H", "H", "H"], "xyz": [[4.69, -4.30, 4.26], [4.23, -4.48, 2.91], [4.80, -3.75, 2.04], [5.80, -3.02, 2.20], [4.42, -3.79, 0.59], [4.39, -2.40, -0.21], [3.71, -1.14, 0.51], [2.44, -1.19, 1.10], [1.38, -1.84, 0.36], [0.62, -0.83, -0.57], [0.49, 0.54, 0.18], [1.17, 0.86, 1.28], [0.78, 2.45, 2.03], [-0.50, 2.57, 0.81], [-1.47, 3.61, 0.75], [-2.15, 3.70, -0.27], [-3.27, 4.69, -0.35], [-4.37, 4.74, 0.56], [-4.41, 3.86, 1.81], [-5.21, 5.61, 0.21], [-4.72, 6.18, -1.09], [-3.53, 5.50, -1.42], [-2.89, 5.62, -2.68], [-2.15, 2.80, -1.28], [-1.57, 1.56, -1.05], [-1.70, 0.73, -1.91], [-0.50, 1.52, -0.02], [2.17, -0.01, 2.01], [5.79, -4.50, 4.48], [4.52, -3.27, 4.64], [4.12, -4.93, 4.90], [5.06, -4.50, 0.00], [3.42, -4.03, 0.66], [3.85, -2.57, -1.17], [5.42, -2.12, -0.39], [3.75, -0.25, -0.18], [4.38, -0.86, 1.34], [1.67, -2.77, -0.18], [0.68, -2.10, 1.19], [-0.43, -1.21, -0.76], [1.20, -0.79, -1.60], [-5.20, 4.08, 2.59], [-3.39, 3.77, 2.29], [-4.86, 2.89, 1.47], [-3.40, 5.01, -3.41], [-1.90, 5.18, -2.57], [-2.74, 6.67, -3.05], [-2.97, 2.77, -1.87], [1.77, -0.27, 2.94], [3.08, 0.44, 2.32]]}